{
  "formula": "C60H154N4O19",
  "method": "ωB97M-V/def2-TZVPD",
  "elements": ["C", "C", "C", "C", "C", "C", "N", "O", "C", "C", "C", "H", "H", "H", "H", "H", "H", "H", "H", "H", "H", "H", "H", "H", "H", "H", "H", "H", "H", "H", "C", "C", "C", "C", "C", "C", "N", "O", "C", "C", "C", "H", "H", "H", "H", "H", "H", "H", "H", "H", "H", "H", "H", "H", "H", "H", "H", "H", "H", "H", "C", "C", "C", "C", "C", "C", "N", "O", "C", "C", "C", "H", "H", "H", "H", "H", "H", "H", "H", "H", "H", "H", "H", "H", "H", "H", "H", "H", "H", "H", "C", "C", "C", "C", "C", "C", "N", "O", "C", "C", "C", "H", "H", "H", "H", "H", "H", "H", "H", "H", "H", "H", "H", "H", "H", "H", "H", "H", "H", "H", "O", "H", "H", "O", "H", "H", "O", "H", "H", "O", "H", "H", "O", "H", "H", "O", "H", "H", "O", "H", "H", "C", "C", "C", "O", "H", "H", "H", "H", "H", "H", "H", "H", "C", "C", "C", "O", "H", "H", "H", "H", "H", "H", "H", "H", "C", "C", "C", "O", "H", "H", "H", "H", "H", "H", "H", "H", "C", "C", "C", "O", "H", "H", "H", "H", "H", "H", "H", "H", "C", "C", "C", "O", "H", "H", "H", "H", "H", "H", "H", "H", "C", "C", "C", "O", "H", "H", "H", "H", "H", "H", "H", "H", "C", "C", "C", "O", "H", "H", "H", "H", "H", "H", "H", "H", "C", "C", "C", "O", "H", "H", "H", "H", "H", "H", "H", "H"],
  "coordinates": [[1.52213, 33.39165, -1.75366], [0.49963, 32.81370, -0.82727], [-0.80261, 33.16773, -1.59415], [-2.01134, 32.44338, -1.22772], [-1.80902, 30.93284, -1.03720], [-0.54081, 30.57238, -0.21989], [0.64095, 31.35376, -0.69939], [1.79175, 31.07826, 0.05018], [-0.94451, 30.77071, 1.30070], [-0.48293, 29.10261, -0.48713], [0.45184, 33.53006, 0.54191], [2.48870, 33.50428, -1.26259], [1.25671, 34.36352, -2.16973], [1.63302, 32.60706, -2.50215], [-1.09761, 34.20909, -1.72326], [-0.61667, 32.82253, -2.61118], [-2.73396, 32.69338, -2.00453], [-2.42500, 32.92837, -0.34353], [-2.09759, 30.24666, -1.83344], [-2.70118, 30.71892, -0.44865], [-1.77402, 30.13482, 1.61000], [-0.17065, 30.25515, 1.86942], [-1.20253, 31.77022, 1.65071], [-0.26960, 28.87038, -1.53053], [0.30384, 28.59215, 0.06831], [-1.35916, 28.52448, -0.19371], [0.70741, 32.89794, 1.39233], [-0.45939, 34.11706, 0.65667], [1.31405, 34.19502, 0.49159], [2.36064, 30.72651, -0.63846], [-8.48258, 22.17473, 6.27569], [-8.32069, 21.65930, 4.75757], [-8.50857, 22.79717, 3.69123], [-7.25165, 23.65175, 3.44126], [-6.06384, 22.68732, 3.19966], [-5.84703, 21.57272, 4.22405], [-7.14044, 20.77511, 4.42486], [-6.98697, 19.71214, 5.31164], [-4.74775, 20.66339, 3.71607], [-5.33089, 22.24705, 5.57280], [-9.62894, 20.86269, 4.47062], [-8.18295, 23.20842, 6.44836], [-7.92075, 21.48777, 6.90857], [-9.42879, 22.15120, 6.81629], [-8.98256, 22.35275, 2.81605], [-9.24106, 23.51563, 4.05918], [-7.11768, 24.23918, 4.34961], [-7.35042, 24.37131, 2.62849], [-5.21184, 23.36639, 3.23229], [-6.16124, 22.35380, 2.16652], [-4.39579, 20.08947, 4.57330], [-5.04336, 20.00463, 2.89953], [-3.84600, 21.15592, 3.35228], [-4.44480, 22.85405, 5.38705], [-6.08185, 22.82582, 6.11055], [-4.97289, 21.52053, 6.30226], [-9.76637, 19.95077, 5.05167], [-9.79985, 20.46170, 3.47156], [-10.48766, 21.49047, 4.70853], [-7.27363, 18.97554, 4.76681], [-6.66203, 26.37823, -1.91290], [-5.39521, 25.65837, -1.39690], [-5.82988, 24.42870, -0.53322], [-6.26377, 23.32008, -1.47196], [-5.02614, 22.99508, -2.36473], [-4.64054, 24.15592, -3.34005], [-4.40265, 25.30152, -2.42576], [-3.75760, 26.37993, -2.97368], [-3.31860, 23.62609, -3.94047], [-5.84538, 24.35775, -4.32085], [-4.75545, 26.61627, -0.37068], [-6.51000, 27.05961, -2.74998], [-7.24275, 26.93324, -1.17614], [-7.35036, 25.68453, -2.39569], [-4.99917, 24.19448, 0.13250], [-6.59629, 24.65105, 0.20926], [-7.15572, 23.57530, -2.04416], [-6.43777, 22.43868, -0.85475], [-5.32527, 22.17459, -3.01697], [-4.22847, 22.51730, -1.79591], [-3.21506, 22.59286, -4.27184], [-2.87986, 24.33833, -4.63927], [-2.57966, 23.67144, -3.14045], [-6.83414, 24.06083, -3.97114], [-5.97573, 25.40802, -4.58174], [-5.81599, 23.75606, -5.22925], [-3.84575, 26.25757, 0.11086], [-5.41191, 26.83315, 0.47200], [-4.60370, 27.50956, -0.97657], [-2.90539, 26.42640, -2.53416], [4.13722, 21.79994, 0.06715], [2.65852, 22.21845, -0.22985], [2.54990, 22.46256, -1.76045], [1.09320, 22.47781, -2.35508], [0.35163, 21.18060, -2.03446], [0.27412, 21.06525, -0.48625], [1.63515, 21.29466, 0.18685], [1.71920, 20.91715, 1.50051], [-0.86334, 22.03224, -0.07711], [-0.14813, 19.61842, -0.15371], [2.30575, 23.55835, 0.52755], [4.19891, 21.25838, 1.01108], [4.86897, 22.60579, 0.01020], [4.51792, 21.06831, -0.64552], [2.93078, 23.45698, -1.99313], [3.29156, 21.88695, -2.31429], [0.97011, 22.67495, -3.42002], [0.58106, 23.37194, -1.99963], [0.97997, 20.32698, -2.28862], [-0.54662, 21.00589, -2.62669], [-1.01928, 22.19314, 0.98961], [-0.80958, 23.06011, -0.43582], [-1.78059, 21.77429, -0.60648], [-1.17795, 19.44041, -0.46333], [0.48118, 18.89268, -0.66886], [-0.17988, 19.35441, 0.90336], [2.88376, 24.48036, 0.46515], [2.41624, 23.44918, 1.60643], [1.32188, 23.94581, 0.26301], [2.23478, 20.13392, 1.29478], [3.29554, 26.51095, 5.83186], [3.54905, 27.25004, 5.27895], [2.35432, 26.41449, 5.68684], [0.72357, 27.44580, 8.94726], [-0.02901, 27.43399, 8.35588], [1.19176, 26.63308, 8.75613], [-0.45934, 23.69656, 5.65268], [-0.13996, 23.53386, 4.76511], [-0.28787, 22.88055, 6.12277], [-1.03554, 25.94934, -2.11569], [-0.76219, 26.45488, -2.88116], [-1.15683, 25.05941, -2.44666], [0.39626, 26.45235, 5.23303], [-0.00240, 27.03386, 4.58562], [-0.00525, 25.59911, 5.06869], [2.99367, 27.20230, 1.70972], [3.65366, 27.13530, 2.39976], [2.16820, 27.32573, 2.17831], [2.80878, 27.88828, -0.84058], [2.67069, 27.64915, 0.07593], [2.30709, 27.24073, -1.33576], [1.61200, 19.52714, 5.01960], [0.63109, 20.66316, 4.84213], [-0.78325, 20.16773, 4.55709], [0.71364, 21.37676, 6.01930], [2.60426, 19.96190, 5.14001], [1.76528, 18.97026, 4.09522], [1.42974, 18.83588, 5.84243], [0.96989, 21.37264, 4.08717], [-1.48267, 20.99836, 4.65192], [-1.02842, 19.29293, 5.15934], [-0.89807, 19.95570, 3.49410], [1.64022, 21.32905, 6.26581], [-0.18100, 33.45394, 4.38111], [-0.15572, 33.03754, 5.83479], [1.00632, 32.09883, 6.23228], [-0.10049, 34.11401, 6.74400], [-1.10194, 33.97331, 4.11611], [0.05724, 32.65536, 3.67853], [0.68417, 34.02595, 4.04587], [-1.03165, 32.45705, 6.12440], [1.99402, 32.50521, 6.01457], [0.97932, 31.07140, 5.86930], [1.02525, 31.77610, 7.27323], [-0.22380, 33.80850, 7.64569], [-1.28889, 23.67210, 9.07993], [-1.39149, 24.41047, 10.31089], [-2.00982, 25.81760, 10.24494], [-2.16991, 23.73645, 11.20550], [-2.31915, 23.54233, 8.74853], [-0.82830, 22.68422, 9.07238], [-0.79757, 24.32165, 8.35551], [-0.35643, 24.58467, 10.60485], [-1.99573, 26.31774, 9.27656], [-1.47016, 26.52324, 10.87655], [-3.08107, 25.86906, 10.43954], [-1.99492, 24.19424, 12.03097], [-0.67632, 30.52611, 9.88163], [-1.99889, 30.28451, 9.05428], [-1.76841, 29.80981, 7.60550], [-2.75970, 29.30700, 9.66239], [-0.80354, 31.40968, 10.50710], [0.17871, 30.76427, 9.24895], [-0.54179, 29.61099, 10.45831], [-2.50188, 31.24934, 8.98934], [-1.08029, 28.98034, 7.76846], [-1.32665, 30.55361, 6.94239], [-2.59047, 29.47663, 6.97200], [-2.87820, 29.65334, 10.54987], [-5.34581, 31.75208, -3.76965], [-5.79937, 30.37047, -3.29113], [-5.85185, 30.26468, -1.70928], [-7.00217, 30.04374, -3.97022], [-4.34530, 31.95605, -3.38821], [-5.94265, 32.63380, -3.53634], [-5.33063, 31.76182, -4.85950], [-5.02988, 29.67040, -3.61652], [-6.27031, 29.29076, -1.45535], [-6.36478, 31.15461, -1.34455], [-4.88341, 30.22865, -1.21033], [-6.96342, 29.09751, -4.12753], [-5.57813, 31.07206, 3.98813], [-4.80136, 30.57393, 5.23994], [-5.68876, 30.40121, 6.38976], [-4.19375, 29.33532, 4.87170], [-6.44503, 30.45218, 3.75934], [-5.00406, 31.16599, 3.06633], [-6.02628, 32.06320, 4.05803], [-4.04333, 31.30174, 5.52935], [-5.19960, 30.21674, 7.34621], [-6.54497, 29.74319, 6.24137], [-6.09302, 31.38356, 6.63403], [-4.14265, 28.75091, 5.63159], [-0.87003, 26.19511, 2.42589], [-2.13109, 26.88188, 2.97528], [-3.22321, 26.08650, 3.62757], [-1.71070, 27.91840, 3.82419], [-0.30305, 25.48208, 3.02439], [-0.29561, 27.00265, 1.97198], [-0.84456, 25.64882, 1.48301], [-2.67305, 27.37453, 2.16801], [-3.70958, 25.46363, 2.87686], [-4.11529, 26.65653, 3.88712], [-2.98793, 25.34262, 4.38874], [-2.47204, 28.43550, 4.09725], [-5.45074, 27.40887, 10.10573], [-5.36226, 26.98230, 8.57957], [-6.61295, 27.24820, 7.69952], [-4.20502, 27.69437, 8.08925], [-6.50757, 27.56668, 10.32096], [-5.09329, 28.39703, 10.39535], [-5.22742, 26.62649, 10.83107], [-5.04727, 25.94963, 8.42960], [-7.40095, 26.49643, 7.74422], [-6.37821, 27.39900, 6.64582], [-7.05132, 28.21927, 7.92967], [-3.76954, 27.97588, 8.89716]],
  "atomic_forces_ev_per_a": [[1.70, -0.79, 0.19], [-2.44, 1.09, 0.88], [0.89, -1.07, -1.57], [-1.17, -0.40, 0.18], [-1.48, 1.46, 0.78], [-2.29, 0.96, 0.56], [-1.68, -0.41, -1.11], [0.11, -0.10, 0.29], [0.73, -1.09, -0.24], [1.78, -1.72, 0.29], [1.38, 0.34, -0.35], [0.17, 0.00, 0.03], [-0.19, -0.21, -0.01], [0.18, 0.45, -0.57], [0.90, 0.38, 0.55], [0.32, 0.12, -0.42], [-0.32, -0.40, -0.05], [-0.17, -0.44, 0.52], [1.08, 0.49, -1.00], [0.25, -0.46, 0.87], [-0.49, -0.05, -0.70], [0.56, 0.82, 0.45], [0.48, -0.01, -0.21], [-0.05, 0.23, -0.13], [0.41, 0.16, 0.12], [-0.48, 0.57, -0.05], [-0.50, -0.13, -0.12], [0.06, -0.17, 0.36], [-0.21, 0.58, 0.35], [0.39, -0.38, 0.20], [0.97, -0.51, -0.23], [-2.21, -0.35, 0.02], [0.70, 0.82, 0.51], [-0.21, -1.68, 0.55], [-0.67, 1.65, -0.14], [-0.29, 0.48, 1.35], [0.13, 3.01, -1.42], [0.07, 0.04, 0.54], [0.45, -0.71, 0.41], [-0.10, -0.64, -0.33], [-0.32, -1.00, 0.65], [0.58, -0.06, -0.25], [0.58, 0.24, -0.02], [-0.79, -0.34, -1.09], [0.57, 0.05, -0.31], [-0.40, -0.33, 0.34], [0.33, 0.06, 0.10], [-0.12, -0.17, -0.15], [0.57, -0.44, -0.09], [0.10, -0.55, 0.02], [-0.06, -0.49, -0.19], [-0.35, -0.08, 0.14], [-0.20, 0.65, 0.05], [-0.12, 0.26, -0.27], [0.06, 0.15, -0.40], [-0.22, -0.45, -0.14], [0.31, 0.09, 0.67], [0.60, 0.52, -0.45], [0.04, 0.10, -0.01], [0.06, -0.26, 0.13], [-0.54, -0.31, -1.15], [-0.77, 0.50, 1.85], [0.05, 0.49, -0.98], [1.95, -0.74, 0.81], [-2.09, -0.37, -0.82], [-0.75, -1.32, 1.55], [-0.01, -2.17, 1.12], [-0.50, 1.20, -1.25], [0.92, 1.71, 0.31], [0.13, 0.13, -0.43], [0.06, 0.41, -0.80], [0.72, 0.35, 0.14], [0.29, -0.16, 0.33], [-0.14, -0.34, 0.32], [0.42, -0.63, -0.43], [-0.44, 0.63, -0.39], [0.13, -0.08, 0.13], [-0.45, -0.22, -0.20], [-0.17, -0.14, -0.31], [0.34, 0.81, 0.28], [-0.89, 0.14, -0.38], [-0.26, -0.22, -0.62], [-0.07, -0.05, 0.52], [0.23, -0.01, 0.81], [0.36, 0.01, -0.24], [0.73, 0.13, -0.22], [0.32, -0.14, -0.52], [-0.42, 0.05, -0.29], [0.51, 0.45, 0.69], [0.37, -0.16, 0.31], [-0.70, -0.96, -0.03], [-0.10, 2.64, -0.29], [-0.67, 1.01, -0.88], [0.25, -0.42, -0.15], [2.00, -0.07, 1.03], [-0.58, 0.08, 0.65], [-1.17, -0.56, -3.76], [0.16, -0.55, 0.61], [-0.15, 0.81, 0.15], [-0.40, 0.02, 0.16], [0.55, 0.66, 0.40], [0.12, 0.51, 0.34], [-0.43, 0.30, 0.33], [-0.36, -0.13, -0.37], [0.09, 0.35, 0.50], [-0.57, -0.87, -0.04], [1.03, -0.28, -0.38], [-0.15, -0.13, 0.75], [0.39, 0.07, -0.50], [-0.48, 0.35, 0.69], [-0.12, -0.63, 0.15], [0.97, 0.17, -0.17], [-0.26, -0.75, 0.47], [-0.03, 0.13, -0.37], [0.14, 0.05, -0.01], [0.36, 0.34, 0.13], [0.93, -0.21, -1.05], [-0.66, -0.67, 0.19], [-0.36, -0.57, 0.15], [0.07, -0.59, 1.37], [0.62, -0.17, 0.09], [0.06, 0.21, 0.02], [-0.79, -0.01, -0.12], [0.06, 0.23, 0.36], [-0.17, -0.11, -0.25], [0.20, -0.19, -0.15], [-0.65, 1.15, -0.31], [0.12, -0.31, -0.19], [0.36, -0.48, 0.16], [-0.09, 0.22, 0.35], [0.24, 0.22, -0.26], [-0.06, -0.39, -0.09], [0.71, 0.12, 0.30], [-0.38, 0.51, -0.03], [-0.18, -0.37, 0.46], [-0.16, -0.15, 0.25], [0.30, -0.05, 0.07], [-0.35, 0.02, 0.26], [-0.02, 0.32, -0.84], [0.32, -0.06, 0.46], [-0.10, -0.10, -0.21], [1.05, -0.26, -1.45], [-0.03, -1.23, -0.88], [0.24, 0.85, -0.46], [-0.46, 0.70, 2.27], [0.23, 0.11, 0.41], [-0.40, -0.32, -0.07], [-0.39, 0.22, -0.01], [-0.02, -0.46, -0.81], [-0.21, -0.09, 0.68], [-0.23, 0.22, 0.03], [0.36, -0.51, -0.06], [-0.01, 0.35, 0.43], [0.70, 0.18, -0.36], [0.94, -2.01, 1.41], [0.53, -0.84, -0.26], [-0.12, 1.64, -0.45], [0.12, -0.08, -0.09], [-0.98, -0.86, 0.36], [0.03, 0.98, 0.84], [-0.57, 0.00, -0.67], [-0.06, 0.17, -0.11], [-0.26, 0.10, -1.17], [-0.34, 0.98, 0.60], [0.03, -0.25, -0.13], [-1.09, -0.34, -2.65], [0.85, 2.56, 0.30], [0.08, 1.12, -1.29], [-0.22, -1.61, 2.05], [-0.13, -0.24, -0.53], [0.20, 0.16, 0.53], [0.09, -0.24, -0.27], [0.28, -0.20, 0.90], [0.50, -0.25, -0.44], [-0.14, -0.11, 0.34], [0.04, -0.56, 0.54], [-0.47, -0.30, 0.47], [-1.08, 0.03, -0.95], [1.46, 1.46, -2.03], [0.90, -0.13, 0.27], [-0.75, -0.15, 1.28], [-0.11, -0.21, 0.37], [0.04, -0.42, -0.06], [0.53, 0.18, 0.04], [-0.56, 0.10, 0.26], [0.12, -0.11, -0.78], [0.57, 0.16, 0.51], [-0.53, -0.20, 0.93], [-0.33, -0.49, 0.44], [0.20, -0.01, -0.31], [0.98, 0.70, 0.99], [-0.13, -0.01, -1.46], [-0.11, -0.11, 0.48], [0.10, -0.05, -0.09], [-0.47, -0.35, 0.58], [0.29, -0.20, -0.07], [0.17, -0.12, -0.09], [-0.67, 0.32, 0.19], [-0.44, -0.42, 0.33], [0.39, 0.30, -0.50], [-0.29, -0.07, -0.02], [-0.18, 0.29, -0.10], [-0.07, 0.13, -1.73], [-1.33, 1.07, 1.79], [0.42, -0.19, -0.53], [0.17, -0.49, 0.15], [0.48, -0.46, 0.18], [0.21, 0.23, 0.75], [0.34, 0.08, -0.25], [0.39, -0.85, -0.22], [0.24, -0.16, -0.11], [-0.43, 0.27, -0.32], [-0.10, -0.07, 0.47], [0.14, 0.04, -1.25], [-0.74, -0.09, -0.48], [-1.08, -1.85, -0.52], [1.27, 0.30, 0.49], [0.00, 0.69, 0.61], [0.78, 0.44, 1.01], [-1.67, -0.49, -0.23], [0.32, -0.06, -0.75], [0.28, -0.34, -0.60], [0.45, 0.64, 0.60], [0.45, 0.48, 0.45], [-0.36, 0.27, 0.14], [-2.55, -0.88, -0.53], [1.02, 0.60, 0.31], [0.38, 0.88, 0.26], [-0.85, -0.01, -0.72], [-0.46, -0.13, -0.06], [0.82, -0.23, -0.50], [0.71, 0.09, -0.22], [-0.56, -0.42, 0.61], [0.22, -0.15, 0.34], [0.54, -0.51, -0.08], [-0.16, 0.01, 0.49], [0.57, 0.49, -0.33]],
  "e_homo_ev": -8.29,
  "homo_lumo_gap_ev": 8.48,
  "molar_mass_g_mol": 1235.9,
  "total_charge": 0
}